1.
Molecular formula: C41H85FNO4Si2
Method: DFT, the ωB97M-V functional and the def2-TZVPD basis

The calculation puts the LUMO energy at -2.4778 eV. The value obtained for the HOMO energy is -11.17 eV. The calculation puts the largest force on an atom at 5.93 eV Å⁻¹.

ORCA input file:
```
! RIJCOSX wB97M-V def2-TZVPD def2/J DEFGRID3
* xyz 1 1
C -0.494 5.708 -1.317
C -0.816 4.251 -1.953
C -0.339 3.022 -1.033
F 0.276 3.569 0.147
C 0.467 1.851 -1.773
C -0.758 1.114 -2.499
C -1.264 -0.256 -1.866
O -0.429 -1.390 -2.188
Si -1.042 -2.896 -1.586
C -0.440 -4.242 -2.856
C -2.946 -3.037 -1.509
C -0.242 -3.441 0.101
C 1.508 1.049 -0.821
C 0.999 0.165 0.410
O -0.015 0.804 1.213
C 0.512 1.257 2.487
O 2.681 0.574 -1.604
C 2.206 0.870 -2.973
Si 3.370 0.486 -4.475
C 2.477 -0.807 -5.630
C 4.993 -0.438 -3.929
C 3.704 1.986 -5.625
N 1.551 2.207 -2.802
C 2.316 3.452 -2.478
O 3.672 3.572 -2.869
C 4.638 3.034 -1.982
C 4.599 2.924 -0.445
C 5.707 2.333 0.464
C 6.992 1.788 -0.204
C 7.102 1.917 -1.749
C 5.971 2.524 -2.655
H -0.890 5.794 -0.249
H 0.603 6.003 -1.433
H -1.114 6.456 -1.946
H -1.964 4.216 -2.064
H -0.415 4.192 -3.040
H -1.315 2.526 -0.656
H -0.451 0.869 -3.593
H -1.704 1.770 -2.626
H -2.317 -0.456 -2.310
H -1.454 -0.135 -0.726
H -1.262 -4.983 -3.130
H 0.547 -4.732 -2.533
H -0.188 -3.668 -3.833
H -3.356 -2.656 -2.514
H -3.410 -2.460 -0.636
H -3.228 -4.150 -1.449
H -0.220 -4.592 0.067
H -0.851 -3.115 1.009
H 0.863 -3.113 0.143
H 2.050 1.898 -0.239
H 1.915 0.013 1.104
H 0.719 -0.890 0.052
H -0.404 1.482 3.152
H 1.115 0.459 3.055
H 1.079 2.241 2.344
H 1.527 -0.070 -3.093
H 1.508 -0.355 -6.076
H 3.220 -1.139 -6.430
H 2.245 -1.712 -4.949
H 5.906 0.108 -4.363
H 5.062 -0.420 -2.790
H 5.001 -1.511 -4.364
H 2.816 2.703 -5.535
H 4.704 2.517 -5.411
H 3.715 1.633 -6.725
H 1.068 2.396 -3.704
H 2.255 3.779 -1.368
H 1.750 4.304 -3.027
H 3.658 3.317 0.096
H 5.515 2.298 1.600
H 7.782 1.325 0.478
H 8.053 1.524 -2.235
H 6.112 2.561 -3.786
C 2.902 0.938 9.037
C 2.678 -0.255 8.117
C 2.501 0.140 6.650
C 1.283 1.020 6.353
C -0.065 0.430 6.770
C -0.404 -0.862 6.040
H 2.044 1.616 9.036
H 3.052 0.598 10.065
H 3.788 1.502 8.734
H 1.816 -0.832 8.465
H 3.544 -0.921 8.195
H 2.449 -0.773 6.045
H 3.400 0.670 6.315
H 1.262 1.227 5.276
H 1.408 1.992 6.842
H -0.847 1.167 6.557
H -0.092 0.261 7.851
H -0.429 -0.703 4.958
H -1.389 -1.221 6.350
H 0.319 -1.651 6.257
C -0.262 -4.334 4.336
C -1.201 -5.156 5.208
C -0.759 -6.612 5.364
C -0.715 -7.423 4.066
C -2.035 -7.489 3.295
C -3.152 -8.170 4.074
H -0.218 -4.720 3.314
H -0.608 -3.298 4.283
H 0.750 -4.332 4.748
H -2.217 -5.105 4.804
H -1.244 -4.698 6.202
H -1.424 -7.105 6.082
H 0.239 -6.632 5.817
H -0.394 -8.443 4.307
H 0.058 -7.015 3.406
H -1.867 -8.047 2.368
H -2.354 -6.486 2.994
H -2.873 -9.191 4.343
H -4.059 -8.219 3.465
H -3.398 -7.626 4.988
C -8.179 3.240 -4.758
C -7.031 3.072 -3.773
C -5.950 4.146 -3.915
C -5.228 4.169 -5.266
C -4.541 2.859 -5.658
C -3.434 2.451 -4.697
H -7.839 3.152 -5.793
H -8.934 2.467 -4.592
H -8.659 4.214 -4.634
H -6.595 2.073 -3.881
H -7.435 3.120 -2.756
H -5.218 4.016 -3.110
H -6.406 5.129 -3.751
H -4.479 4.969 -5.243
H -5.935 4.444 -6.054
H -4.107 2.981 -6.657
H -5.274 2.051 -5.740
H -2.665 3.227 -4.636
H -2.957 1.529 -5.042
H -3.820 2.266 -3.691
*
```

***

2.
Molecular formula: C41H87FNO15PS
Method: DFT, the ωB97M-V functional and the def2-TZVPD basis

The calculation puts the LUMO energy at -0.6312 eV. The value obtained for the HOMO energy is -7.63 eV. The calculation puts the largest force on an atom at 2.85 eV Å⁻¹. Its SMILES is CCP(C)[C@@H]1[C@@H](C(=O)[O-])C[NH2+][C@@](CCCF)(COC(C)=O)[C@]1(CCCS)C[C@@H]1CO1.COCCOC.COCCOC.COCCOC.COCCOC.COCCOC.

ORCA input file:
```
! RIJCOSX wB97M-V def2-TZVPD def2/J DEFGRID3
* xyz 0 1
C 6.481 2.280 0.906
C 5.251 2.367 -0.004
P 3.870 1.412 0.754
C 4.248 -0.277 0.115
C 2.248 2.092 0.049
C 1.312 2.143 1.279
C 1.093 3.579 1.871
O -0.031 3.744 2.363
O 2.085 4.324 1.800
C -0.014 1.432 1.159
N 0.186 0.255 0.259
C 0.563 0.471 -1.205
C 1.080 -0.949 -1.597
C 0.794 -1.502 -3.005
C 1.928 -2.375 -3.533
F 3.172 -1.818 -3.278
C -0.746 0.654 -1.981
O -1.631 1.619 -1.419
C -2.926 1.203 -1.192
C -3.365 1.350 0.237
O -3.611 0.787 -2.081
C 1.617 1.653 -1.344
C 0.992 2.949 -1.954
C 0.061 3.910 -1.175
C 0.743 5.248 -0.862
S -0.363 6.224 0.183
C 2.787 1.311 -2.308
C 2.751 1.793 -3.757
C 2.000 1.099 -4.820
O 3.508 1.075 -4.670
H 7.348 2.730 0.419
H 6.298 2.790 1.853
H 6.729 1.241 1.133
H 5.508 1.954 -0.987
H 4.929 3.401 -0.147
H 5.142 -0.571 0.674
H 4.505 -0.343 -0.942
H 3.477 -1.001 0.386
H 2.524 3.142 -0.108
H 1.842 1.645 2.101
H -0.853 2.050 0.870
H -0.274 1.014 2.134
H -0.639 -0.346 0.253
H 0.928 -0.301 0.690
H 0.616 -1.665 -0.905
H 2.145 -1.023 -1.391
H -0.062 -2.185 -2.957
H 0.510 -0.750 -3.737
H 1.837 -2.514 -4.612
H 1.880 -3.364 -3.070
H -1.276 -0.302 -2.057
H -0.508 0.951 -3.004
H -4.443 1.202 0.278
H -3.122 2.341 0.625
H -2.889 0.595 0.868
H 1.867 3.564 -2.175
H 0.510 2.696 -2.900
H -0.758 4.154 -1.860
H -0.428 3.522 -0.286
H 1.729 5.121 -0.416
H 0.866 5.787 -1.806
H 0.537 7.033 0.748
H 3.069 0.267 -2.389
H 3.651 1.842 -1.908
H 2.798 2.870 -3.893
H 1.813 1.688 -5.709
H 1.783 0.042 -4.823
C -1.011 -4.744 -5.125
O -0.288 -5.211 -3.998
C -1.119 -5.471 -2.878
C -1.449 -6.941 -2.741
O -2.256 -7.391 -3.814
C -1.549 -8.107 -4.812
H -0.344 -4.763 -5.985
H -1.876 -5.378 -5.331
H -1.353 -3.713 -4.966
H -2.048 -4.895 -2.947
H -0.579 -5.140 -1.984
H -2.016 -7.091 -1.817
H -0.527 -7.528 -2.673
H -1.262 -9.100 -4.450
H -0.653 -7.570 -5.133
H -2.219 -8.220 -5.662
C -5.831 10.264 0.714
O -6.552 9.090 0.397
C -6.477 8.725 -0.969
C -5.478 7.615 -1.209
O -4.151 8.028 -0.946
C -3.653 7.589 0.307
H -5.796 10.340 1.799
H -4.810 10.227 0.326
H -6.334 11.152 0.315
H -6.218 9.593 -1.585
H -7.471 8.380 -1.272
H -5.530 7.319 -2.262
H -5.739 6.744 -0.599
H -3.446 6.515 0.290
H -4.355 7.812 1.114
H -2.718 8.115 0.487
C -7.008 -6.570 -8.602
O -7.093 -5.906 -7.356
C -6.237 -6.442 -6.363
C -4.993 -5.603 -6.176
O -4.164 -5.632 -7.330
C -4.280 -4.472 -8.133
H -7.551 -5.967 -9.328
H -5.972 -6.680 -8.931
H -7.473 -7.561 -8.551
H -5.957 -7.471 -6.609
H -6.795 -6.458 -5.421
H -4.410 -6.016 -5.344
H -5.266 -4.574 -5.923
H -3.794 -3.614 -7.655
H -5.326 -4.223 -8.331
H -3.778 -4.679 -9.076
C 4.252 2.694 4.739
O 4.988 1.483 4.620
C 5.879 1.254 5.694
C 5.324 0.248 6.678
O 4.172 0.734 7.345
C 2.958 0.248 6.808
H 3.470 2.687 3.982
H 3.801 2.786 5.730
H 4.901 3.556 4.555
H 6.114 2.191 6.209
H 6.810 0.856 5.275
H 6.081 0.036 7.441
H 5.097 -0.688 6.157
H 2.819 -0.809 7.066
H 2.924 0.363 5.722
H 2.147 0.826 7.249
C -0.223 -4.012 10.069
O 0.573 -3.040 9.418
C 1.494 -2.388 10.279
C 2.893 -2.940 10.127
O 2.981 -4.287 10.563
C 2.982 -5.228 9.508
H -0.743 -4.575 9.296
H 0.385 -4.699 10.664
H -0.966 -3.538 10.720
H 1.169 -2.471 11.321
H 1.498 -1.328 10.009
H 3.574 -2.349 10.745
H 3.221 -2.851 9.086
H 3.934 -5.207 8.965
H 2.165 -5.047 8.805
H 2.857 -6.213 9.954
*
```

***

no.,M (g mol⁻¹)
1,731.30
2,916.18